# 1
{
  "formula": "C48H67N5O5PSiSr",
  "method": "ωB97M-V/def2-TZVPD",
  "charge": -1,
  "max_force_ev_per_a": 1.47,
  "symbols": ["Sr", "O", "C", "O", "C", "C", "C", "C", "C", "N", "C", "O", "O", "H", "H", "H", "H", "N", "C", "C", "C", "N", "H", "H", "H", "H", "H", "H", "H", "H", "H", "H", "N", "P", "C", "C", "C", "C", "C", "C", "C", "C", "C", "C", "C", "C", "C", "C", "C", "C", "C", "N", "H", "H", "H", "H", "H", "H", "H", "H", "H", "H", "H", "H", "H", "H", "H", "C", "C", "C", "C", "C", "C", "C", "C", "C", "C", "C", "C", "O", "H", "H", "H", "H", "H", "H", "H", "H", "H", "H", "H", "H", "H", "H", "H", "H", "H", "C", "Si", "C", "C", "C", "C", "C", "C", "C", "C", "H", "H", "H", "H", "H", "H", "H", "H", "H", "H", "H", "H", "H", "H", "H", "H", "H", "H", "H", "H", "H"],
  "xyz": [[-0.2809, 0.3311, 1.3495], [-2.6954, -2.2516, -1.3049], [-1.5168, -1.6420, -0.8383], [-0.9676, -0.7846, -1.8113], [-0.7008, -2.4506, -0.0092], [-0.9905, -3.8413, 0.2358], [-0.2450, -4.5442, 1.1348], [0.7415, -3.9041, 1.9168], [0.9267, -2.5641, 1.7051], [0.2913, -1.8615, 0.7376], [1.7787, -1.7559, 2.7118], [2.2885, -2.3547, 3.6547], [1.8577, -0.4888, 2.4958], [-3.4059, -1.9137, -0.7467], [-1.7690, -4.3154, -0.3475], [-0.4288, -5.6064, 1.2636], [1.2790, -4.3948, 2.7135], [0.2832, 1.9251, -0.5679], [0.1261, 3.3823, -0.6534], [-1.2843, 3.7749, -1.0784], [-2.4110, 3.2241, -0.2063], [-2.5836, 1.7809, -0.3947], [1.2729, 1.6914, -0.6004], [-0.1552, 1.4521, -1.3576], [0.8424, 3.8300, -1.3500], [0.3322, 3.8075, 0.3335], [-1.4523, 3.4556, -2.1165], [-1.3366, 4.8673, -1.0691], [-3.3237, 3.7955, -0.4108], [-2.1634, 3.3929, 0.8463], [-2.9677, 1.5661, -1.3065], [-3.2293, 1.4095, 0.2949], [3.0361, 1.9030, 1.1169], [3.2175, 0.2351, 0.5187], [4.7615, -0.2249, 1.4340], [5.8523, 0.6416, 1.5341], [7.0012, 0.2697, 2.2153], [7.0851, -0.9948, 2.7954], [6.0219, -1.8752, 2.6724], [4.8698, -1.4913, 1.9926], [4.1184, 0.7508, -1.0438], [3.9626, 1.9889, -1.6602], [4.5205, 2.2524, -2.9126], [5.2448, 1.2740, -3.5698], [5.4090, 0.0257, -2.9681], [4.8477, -0.2321, -1.7282], [2.3055, 2.4879, 2.1687], [2.9105, 3.5679, 2.8347], [2.2392, 4.1952, 3.8587], [0.9799, 3.7392, 4.2406], [0.4466, 2.6967, 3.5208], [1.0615, 2.1143, 2.4754], [3.9285, 2.3746, 1.0573], [5.8405, 1.6115, 1.0431], [7.8350, 0.9589, 2.2816], [7.9790, -1.2900, 3.3314], [6.0723, -2.8632, 3.1131], [4.0504, -2.1942, 1.9202], [3.3967, 2.7699, -1.1618], [4.3804, 3.2248, -3.3704], [5.6781, 1.4746, -4.5421], [5.9682, -0.7504, -3.4772], [4.9778, -1.2129, -1.2786], [3.9088, 3.8785, 2.5514], [2.7028, 5.0275, 4.3752], [0.4342, 4.1739, 5.0661], [-0.5296, 2.2885, 3.7745], [-1.8629, -1.9679, 3.6533], [-3.0219, -2.3150, 2.7178], [-3.9708, -3.2336, 3.5012], [-3.8153, -1.1255, 2.1592], [-4.9854, -1.4013, 1.4612], [-5.8945, -0.4061, 1.1051], [-5.6640, 0.8714, 1.5865], [-4.4934, 1.2145, 2.2669], [-4.4452, 2.6289, 2.8579], [-3.1582, 3.0461, 3.5666], [-5.5987, 2.7893, 3.8572], [-3.4494, 0.2462, 2.3638], [-2.2092, 0.6004, 2.5545], [-1.4522, -2.8816, 4.0858], [-2.1972, -1.3122, 4.4613], [-1.0560, -1.4678, 3.1369], [-2.6184, -2.8940, 1.8857], [-4.3991, -2.6904, 4.3502], [-3.4196, -4.0961, 3.8872], [-4.7973, -3.6086, 2.8967], [-5.2043, -2.4342, 1.2020], [-6.7797, -0.6368, 0.5259], [-6.4083, 1.6457, 1.4147], [-4.6136, 3.3425, 2.0414], [-2.9118, 2.3495, 4.3723], [-3.2948, 4.0436, 3.9981], [-2.3074, 3.0725, 2.8937], [-5.4583, 2.0969, 4.6935], [-6.5706, 2.5757, 3.4114], [-5.6233, 3.8095, 4.2547], [1.5735, -0.2805, -2.8985], [-0.0568, -1.0792, -3.1739], [0.3171, -2.8869, -3.5977], [0.8999, -2.9968, -5.0108], [1.3930, -3.3843, -2.6079], [-0.8920, -3.8324, -3.5064], [-0.9683, -0.1063, -4.5123], [-1.2859, 1.2794, -3.9148], [-2.2961, -0.7901, -4.8626], [-0.1409, 0.1213, -5.7877], [2.3285, -0.5828, -3.6315], [1.9286, -0.5719, -1.9062], [1.5157, 0.8138, -2.9197], [1.6992, -2.2739, -5.2065], [0.1341, -2.8637, -5.7773], [1.3237, -4.0015, -5.1399], [2.3335, -2.8369, -2.7198], [1.5984, -4.4449, -2.8030], [1.0830, -3.2985, -1.5649], [-1.6363, -3.6151, -4.2774], [-1.4044, -3.7770, -2.5450], [-0.5503, -4.8665, -3.6544], [-1.8633, 1.1876, -2.9896], [-1.8788, 1.8640, -4.6307], [-0.3792, 1.8546, -3.6914], [-2.8704, -1.0399, -3.9635], [-2.1370, -1.7182, -5.4195], [-2.9125, -0.1291, -5.4871], [0.8780, 0.4580, -5.5638], [-0.6149, 0.9010, -6.3990], [-0.0651, -0.7734, -6.4038]],
  "lowdin_charge": [1.472, -0.027, -0.393, -0.154, -0.288, -0.062, -0.081, -0.051, -0.247, -0.066, -0.660, 0.011, -0.263, 0.071, 0.102, 0.098, 0.100, -0.074, -0.254, -0.189, -0.253, 0.042, 0.015, 0.039, 0.104, 0.103, 0.096, 0.108, 0.105, 0.098, 0.071, 0.047, -0.111, 1.111, -0.330, -0.100, -0.094, -0.096, -0.070, -0.077, -0.378, -0.119, -0.095, -0.103, -0.092, -0.108, -0.351, -0.019, -0.074, -0.067, -0.121, -0.012, 0.054, 0.097, 0.095, 0.095, 0.106, 0.095, 0.086, 0.097, 0.094, 0.099, 0.110, 0.108, 0.104, 0.102, 0.093, -0.057, -0.339, -0.074, -0.116, -0.085, -0.114, -0.090, -0.158, -0.368, -0.093, -0.082, -0.340, -0.336, 0.086, 0.092, 0.030, 0.112, 0.087, 0.074, 0.060, 0.105, 0.085, 0.103, 0.125, 0.088, 0.077, 0.032, 0.088, 0.062, 0.070, -0.136, 0.544, -0.569, -0.100, -0.078, -0.070, -0.580, -0.107, -0.084, -0.092, 0.047, 0.015, 0.036, 0.073, 0.065, 0.083, 0.070, 0.085, 0.069, 0.069, 0.055, 0.084, 0.051, 0.085, 0.072, 0.081, 0.065, 0.080, 0.075, 0.079, 0.059]
}

***

# 2
{
  "formula": "C6H10ClN",
  "method": "ωB97M-V/def2-TZVPD",
  "smiles": "C=C[C@@]1([C@H](C)Cl)CN1",
  "charge": 0,
  "max_force_ev_per_a": 6.18,
  "symbols": ["C", "C", "C", "C", "C", "C", "H", "H", "H", "H", "H", "H", "H", "H", "H", "H", "N", "Cl"],
  "xyz": [[0.6554, -2.1006, -0.1062], [0.6342, -0.7677, -0.7117], [-0.2732, 0.2358, 0.1319], [0.3179, 0.4751, 1.3857], [-1.2691, 1.3239, -0.5945], [-0.7746, 2.4943, -0.9668], [0.8425, -2.3013, 1.0557], [1.4311, -2.8589, -0.6108], [-0.4431, -2.7033, -0.3539], [0.2133, -0.8274, -1.8350], [0.6009, 1.5403, 1.7561], [1.2126, -0.2735, 1.6229], [-0.5425, -1.1367, 1.4868], [-2.4947, 1.0157, -0.5294], [-1.5766, 3.2840, -1.2814], [0.3114, 2.8725, -0.7151], [-1.0258, -0.2096, 1.3842], [2.1802, -0.0625, -1.1184]],
  "nbo_charge": [-0.675, -0.261, 0.002, -0.278, -0.180, -0.423, 0.225, 0.254, 0.242, 0.245, 0.219, 0.187, 0.347, 0.243, 0.211, 0.225, -0.552, -0.031]
}

***

# 3
{
  "formula": "C30H64Cl20GaN3O3P",
  "method": "ωB97M-V/def2-TZVPD",
  "charge": -1,
  "max_force_ev_per_a": 2.10,
  "symbols": ["C", "C", "N", "Ga", "O", "C", "N", "O", "C", "C", "N", "C", "C", "C", "O", "P", "C", "C", "H", "H", "H", "H", "H", "H", "H", "H", "H", "H", "H", "H", "H", "H", "H", "H", "H", "H", "H", "H", "H", "H", "H", "H", "Cl", "C", "C", "Cl", "H", "H", "H", "H", "Cl", "C", "C", "Cl", "H", "H", "H", "H", "Cl", "C", "C", "Cl", "H", "H", "H", "H", "Cl", "C", "C", "Cl", "H", "H", "H", "H", "Cl", "C", "C", "Cl", "H", "H", "H", "H", "Cl", "C", "C", "Cl", "H", "H", "H", "H", "Cl", "C", "C", "Cl", "H", "H", "H", "H", "Cl", "C", "C", "Cl", "H", "H", "H", "H", "Cl", "C", "C", "Cl", "H", "H", "H", "H", "Cl", "C", "C", "Cl", "H", "H", "H", "H"],
  "xyz": [[-3.5677, 0.3515, -2.2424], [-3.2280, 1.8107, -1.9243], [-2.1526, 1.9861, -0.9619], [-0.4012, 1.6905, -1.6756], [-0.5577, 0.9748, -3.4727], [-0.7847, 1.8427, -4.3885], [-1.0359, 2.6225, -5.2421], [0.3387, 0.3311, -0.6023], [1.6824, 0.0591, -0.8156], [1.9750, -1.2307, -1.6032], [0.9553, -1.5676, -2.6147], [1.5383, -1.9614, -3.9003], [1.6976, -0.8194, -4.8669], [2.5384, 0.3312, -4.3787], [2.3417, -1.3840, -6.0312], [0.7906, 3.6902, -1.5227], [1.2263, 4.4305, -3.1551], [2.3026, 3.5566, -0.4601], [-3.5486, -0.1772, -1.2997], [-2.8762, -0.0927, -2.9424], [-4.5820, 0.3072, -2.6210], [-3.0725, 2.3963, -2.8219], [-4.1356, 2.2094, -1.4626], [-2.3111, 1.3822, -0.1677], [2.1375, -0.0625, 0.1786], [2.2294, 0.8785, -1.2882], [2.1039, -2.0950, -0.9583], [2.9312, -1.1187, -2.1020], [0.5030, -2.4015, -2.2829], [0.8181, -2.6396, -4.3444], [2.4621, -2.5289, -3.7818], [0.7247, -0.4761, -5.1822], [3.5762, 0.0414, -4.2739], [2.4640, 1.1424, -5.0942], [2.1966, 0.7394, -3.4417], [2.5203, -0.6398, -6.6069], [0.2930, 4.5655, -3.6812], [1.6345, 5.4228, -3.0256], [1.8752, 3.8322, -3.7840], [3.1139, 2.9633, -0.8635], [2.0157, 3.2084, 0.5190], [2.6737, 4.5651, -0.3176], [-1.8476, 5.5185, -0.5485], [-1.9712, 7.2714, -0.2796], [-1.5771, 8.0757, -1.4891], [0.1710, 7.9519, -1.8437], [-1.3492, 7.5236, 0.5767], [-3.0109, 7.4869, -0.0285], [-1.7900, 9.1290, -1.3072], [-2.1210, 7.7572, -2.3755], [4.0229, -2.5138, 1.7753], [4.0132, -0.9711, 2.6555], [2.9715, -0.9536, 3.7396], [1.3197, -0.9526, 3.0764], [3.8522, -0.1739, 1.9334], [5.0025, -0.8442, 3.0936], [3.0758, -0.0473, 4.3348], [3.0654, -1.8106, 4.4007], [-0.6563, -6.3776, 5.7208], [-1.1882, -4.7024, 5.4038], [-0.1485, -3.9019, 4.6689], [1.2864, -3.5863, 5.6798], [-1.4376, -4.2470, 6.3587], [-2.0945, -4.7652, 4.8050], [-0.5567, -2.9328, 4.3890], [0.1843, -4.4054, 3.7658], [-5.1359, 10.8399, -4.5009], [-4.2628, 12.1408, -3.6533], [-3.0928, 11.6412, -2.8505], [-3.5961, 10.6764, -1.4396], [-4.9773, 12.6626, -3.0223], [-3.9085, 12.8294, -4.4186], [-2.5325, 12.4915, -2.4660], [-2.4231, 11.0293, -3.4502], [-8.0072, 5.3107, -3.3934], [-8.4715, 7.0294, -3.3595], [-7.4336, 7.9164, -3.9957], [-5.9373, 8.0162, -3.0393], [-8.6531, 7.3118, -2.3260], [-9.4081, 7.1107, -3.9093], [-7.8192, 8.9329, -4.0728], [-7.1747, 7.5688, -4.9927], [0.1814, -12.5375, 7.2115], [0.2270, -10.7593, 7.3736], [0.7912, -10.0993, 6.1405], [2.5288, -10.4418, 5.9350], [0.8079, -10.5205, 8.2584], [-0.7974, -10.4289, 7.5340], [0.6894, -9.0206, 6.2186], [0.2747, -10.4294, 5.2434], [6.7122, -4.1510, 0.3428], [6.4888, -5.9165, 0.2653], [5.5423, -6.3212, -0.8337], [3.8684, -5.8126, -0.4949], [6.1395, -6.2525, 1.2349], [7.4707, -6.3521, 0.0850], [5.5341, -7.4059, -0.9263], [5.8356, -5.8950, -1.7893], [10.6512, -6.6086, 1.6279], [10.1303, -5.1610, 2.5310], [9.3592, -5.5152, 3.7755], [7.7765, -6.2291, 3.3884], [9.5370, -4.5433, 1.8613], [11.0315, -4.6137, 2.8016], [9.1695, -4.6149, 4.3573], [9.9029, -6.2192, 4.3998], [-6.0855, 2.9082, -5.8313], [-7.7848, 2.8041, -6.3424], [-8.5506, 1.7452, -5.5927], [-8.0201, 0.0961, -6.0156], [-7.8042, 2.6213, -7.4140], [-8.2319, 3.7785, -6.1484], [-9.6077, 1.8101, -5.8458], [-8.4440, 1.8669, -4.5182], [0.1993, -7.8938, 8.6068], [0.2018, -6.3113, 9.4199], [-0.8571, -6.2170, 10.4858], [-2.5018, -6.2078, 9.7983], [0.0713, -5.5468, 8.6570], [1.1863, -6.1866, 9.8668], [-0.7375, -5.2862, 11.0371], [-0.7914, -7.0448, 11.1865]],
  "lowdin_charge": [-0.102, -0.395, -0.112, 0.236, -0.106, -0.523, 0.089, -0.247, -0.355, -0.195, -0.032, -0.198, -0.414, -0.040, -0.061, 0.738, -0.379, -0.383, 0.061, 0.055, 0.055, 0.087, 0.086, 0.029, 0.075, 0.062, 0.095, 0.098, 0.098, 0.118, 0.118, 0.126, 0.086, 0.081, 0.052, 0.073, 0.002, -0.010, 0.011, 0.006, 0.015, 0.007, 0.556, -0.679, -0.701, 0.534, 0.064, 0.062, -0.025, 0.068, 0.539, -0.661, -0.669, 0.582, 0.061, 0.071, 0.072, 0.019, 0.544, -0.646, -0.657, 0.552, 0.065, 0.076, 0.054, 0.075, 0.540, -0.660, -0.632, 0.596, 0.066, 0.071, 0.074, 0.077, 0.558, -0.666, -0.673, 0.522, 0.066, 0.068, 0.063, 0.071, 0.533, -0.723, -0.687, 0.539, 0.031, 0.061, 0.000, 0.071, 0.525, -0.692, -0.661, 0.541, 0.020, 0.062, 0.071, 0.068, 0.532, -0.660, -0.652, 0.583, 0.050, 0.071, 0.074, 0.066, 0.552, -0.690, -0.674, 0.532, 0.064, 0.045, 0.068, 0.064, 0.610, -0.637, -0.661, 0.539, 0.051, 0.077, 0.072, 0.066]
}

***

Number 1: E_tot -86560.76031 eV, highest occupied orbital energy -2.9740 eV. Number 2: E_tot -20391.87357 eV, highest occupied orbital energy -10.0197 eV. Number 3: E_tot -354878.50617 eV, highest occupied orbital energy -3.6761 eV.